[1]
{"formula": "C46H34Br2Cl5IInN8O4S2", "method": "ωB97M-V/def2-TZVPD", "gap_ev": 5.333, "e_lumo_ev": 1.915, "charge": -1, "multiplicity": 1, "max_force_ev_per_a": 0.39, "species": ["H", "H", "C", "C", "C", "H", "C", "O", "C", "Cl", "C", "H", "C", "H", "H", "C", "O", "C", "C", "C", "H", "C", "H", "H", "Cl", "C", "N", "C", "H", "H", "H", "N", "H", "H", "H", "C", "C", "H", "C", "C", "S", "C", "C", "C", "S", "C", "C", "H", "C", "H", "N", "H", "C", "C", "C", "H", "C", "C", "C", "H", "Cl", "In", "O", "H", "C", "Br", "C", "Cl", "N", "H", "C", "H", "C", "N", "N", "N", "C", "H", "H", "H", "H", "I", "C", "C", "C", "Cl", "C", "H", "H", "C", "C", "C", "N", "H", "C", "H", "H", "C", "C", "Br", "O", "H", "C"], "positions_angstrom": [[5.23533, -4.49546, -1.72164], [5.74118, -0.57187, 4.05195], [4.04797, -0.88858, 2.75565], [-0.72454, 3.28680, 3.52825], [-4.25402, 4.60395, -1.90913], [-3.56732, 0.12200, 0.01198], [-0.46073, -7.12810, 4.01161], [1.66644, -2.86155, 2.51071], [-1.23705, -6.63912, 2.97156], [-4.38298, 6.30975, -1.59363], [-1.74801, 4.84243, -2.10505], [-1.43931, -5.05132, 1.53109], [5.40277, -0.63105, 3.02682], [-0.51238, 1.97648, -4.48351], [-1.08809, 4.31531, -4.08748], [0.67712, -6.46005, 4.43799], [-1.17599, 5.05864, -0.82653], [-5.37455, 2.51658, -2.11058], [0.19411, -2.84048, -3.83474], [-2.22649, -2.26291, -1.96840], [0.39519, -3.85934, -4.17381], [-3.59159, 3.03349, 0.96150], [-4.12860, 0.80387, -2.43605], [-5.54762, 2.66353, 1.87932], [-6.84809, 1.59187, -2.10604], [-1.34353, 4.07919, 0.20014], [-0.53856, -1.06856, -0.78171], [-1.18661, 0.62929, 3.01515], [-1.15198, 3.06576, -0.16420], [0.07519, 5.22284, -3.12152], [-2.04524, 5.83728, -2.44665], [3.59955, -0.96128, 1.53061], [2.41434, -3.39639, -3.17360], [-2.48381, -3.05119, -2.66393], [-0.50522, 4.33124, 3.72106], [-4.71714, 3.31551, 1.66365], [-0.65533, 4.41249, -3.09038], [-3.39096, 2.07060, 0.51369], [6.02254, -0.46440, -1.74767], [-0.89730, -2.02489, -1.64614], [-4.70143, 4.92336, 2.25873], [-2.10736, 1.36338, 3.73560], [0.03461, 2.03056, -3.55701], [3.78750, -0.85106, -0.80705], [3.19581, -4.73874, 0.03676], [-1.48559, -0.30759, -0.23698], [-2.68139, 4.12749, 0.87688], [-2.62538, 3.28939, 4.56302], [0.17734, 2.54905, 2.80134], [4.57368, -3.46964, -2.90375], [0.96280, 0.54879, 1.74703], [-6.37941, 4.37861, -1.73932], [0.82095, 2.90523, -1.70328], [6.59299, -0.37656, -0.51327], [3.27765, -4.20779, -1.51871], [-4.25762, -1.70219, -1.55645], [-3.21123, -1.50481, -1.35634], [5.80528, -0.53150, 0.65788], [4.64518, -0.70247, -1.88845], [1.00675, 3.63024, -0.92664], [-2.38940, 6.72294, 1.74176], [1.32603, -1.23997, 0.89990], [0.01728, -3.10959, 1.08978], [3.32044, -1.03657, 3.54424], [1.04037, -5.27946, 3.80805], [8.46006, -0.04792, -0.37767], [0.80601, 1.12942, -2.88305], [-1.51622, -1.08212, 2.80672], [4.42623, -4.24231, -2.26570], [0.96921, -2.18764, -4.25238], [0.20063, -2.76418, -2.33226], [-2.12248, -7.17102, 2.65171], [-2.83583, -0.49650, -0.48901], [1.28690, 1.68562, -1.72713], [0.03353, 3.17406, -2.78491], [2.21335, -3.73875, -2.24185], [-1.90312, 2.71032, 4.00404], [-2.99331, 0.85755, 4.10122], [-1.12467, 0.45659, 0.44349], [-0.75677, -2.50934, -4.24494], [1.27234, -6.85456, 5.24993], [-1.01635, -8.91008, 4.95529], [4.43045, -0.77585, 0.49062], [-3.00880, 4.00361, -2.10553], [0.27591, -4.77776, 2.76377], [1.63170, 3.35959, 2.24734], [-2.99799, 2.62124, -2.28163], [-2.05666, 2.10141, -2.39781], [6.62910, -0.34742, -2.63535], [6.27450, -0.46128, 1.98697], [-3.16898, 5.20695, 1.54555], [-4.16520, 1.87457, -2.29626], [1.13304, -3.22237, -1.60058], [-0.55675, 4.30744, 0.91558], [0.04548, 1.14166, 2.44998], [1.04867, 0.11261, -3.14637], [1.92138, -4.73296, 4.11607], [-0.85975, -5.45984, 2.34800], [-5.43557, 3.88221, -1.90955], [3.93414, -0.84649, -3.64744], [2.52969, -1.06042, -0.89250], [7.32347, -0.26933, 2.16889], [0.67814, -3.51015, 2.08269]], "forces_ev_per_a": [[0.00, 0.00, -0.01], [0.00, 0.00, 0.00], [0.00, 0.00, 0.01], [-0.02, -0.01, -0.02], [-0.04, 0.02, 0.03], [-0.01, -0.07, -0.02], [0.01, 0.03, -0.01], [0.04, -0.06, 0.06], [0.00, 0.00, 0.00], [0.01, 0.00, -0.03], [0.01, -0.05, -0.04], [0.00, 0.00, 0.00], [0.00, 0.00, 0.01], [0.01, 0.00, 0.00], [0.01, 0.01, 0.00], [0.00, -0.01, 0.01], [-0.03, 0.11, 0.05], [0.03, -0.03, -0.02], [-0.01, 0.05, -0.05], [0.03, -0.02, -0.02], [0.00, 0.00, 0.00], [0.00, -0.01, 0.06], [-0.01, 0.05, -0.03], [-0.01, -0.01, 0.01], [0.01, 0.00, 0.01], [-0.03, -0.08, 0.01], [-0.08, -0.17, 0.01], [-0.08, -0.01, -0.04], [-0.05, 0.01, 0.03], [0.00, 0.00, 0.02], [0.04, 0.00, -0.02], [0.00, -0.05, -0.03], [0.02, 0.02, 0.02], [0.01, 0.00, -0.01], [0.00, -0.01, -0.01], [0.03, -0.01, -0.01], [-0.04, -0.02, 0.00], [0.04, 0.08, 0.05], [0.00, -0.01, -0.02], [0.04, 0.14, -0.09], [-0.03, 0.01, -0.02], [0.01, 0.03, 0.03], [0.00, 0.00, 0.01], [0.01, -0.02, 0.03], [0.02, 0.00, 0.02], [0.02, -0.02, -0.03], [-0.03, 0.04, 0.06], [0.00, 0.00, 0.00], [0.03, 0.01, -0.01], [0.00, -0.02, -0.02], [-0.02, -0.02, -0.10], [0.00, 0.00, 0.01], [0.02, -0.03, -0.02], [-0.01, 0.00, 0.02], [0.00, 0.05, 0.02], [-0.01, 0.00, -0.01], [-0.01, -0.02, 0.02], [0.00, 0.02, -0.01], [0.04, -0.01, 0.01], [0.04, 0.01, -0.03], [0.00, 0.00, 0.02], [-0.13, 0.36, 0.10], [0.08, -0.01, -0.04], [0.01, -0.01, 0.00], [0.00, 0.00, 0.00], [0.00, 0.00, 0.00], [-0.05, -0.02, 0.04], [0.01, -0.01, 0.10], [0.01, 0.02, 0.03], [0.00, -0.01, 0.01], [0.00, -0.02, 0.04], [0.00, 0.00, 0.00], [0.05, -0.01, 0.03], [0.13, 0.01, -0.06], [0.07, 0.01, -0.03], [0.02, -0.04, -0.03], [0.03, -0.05, 0.02], [-0.01, 0.00, 0.00], [-0.03, 0.00, -0.01], [-0.01, -0.01, 0.01], [0.00, 0.00, 0.00], [-0.01, -0.02, 0.01], [-0.01, 0.02, -0.02], [-0.03, -0.04, -0.01], [-0.01, -0.02, 0.00], [-0.03, 0.00, -0.03], [0.00, 0.03, -0.06], [-0.03, 0.00, 0.01], [0.00, 0.00, 0.00], [0.00, 0.00, 0.00], [0.01, 0.00, -0.01], [-0.07, 0.04, -0.07], [-0.06, 0.00, 0.07], [0.02, -0.01, 0.05], [0.07, 0.03, 0.11], [0.00, 0.02, -0.01], [0.00, 0.00, 0.00], [0.00, 0.00, 0.00], [0.03, 0.01, 0.01], [0.01, 0.00, -0.01], [-0.08, -0.18, -0.10], [0.00, 0.00, 0.00], [0.03, -0.01, -0.03]]}

=====

[2]
{"formula": "C46H34Cl2N17O2Ti", "method": "ωB97M-V/def2-TZVPD", "gap_ev": [4.318, 4.296], "e_lumo_ev": [1.241, 1.216], "charge": -1, "multiplicity": 1, "max_force_ev_per_a": 1.83, "species": ["N", "C", "N", "H", "C", "C", "H", "H", "Cl", "C", "H", "H", "C", "C", "C", "H", "C", "H", "C", "H", "C", "Ti", "C", "C", "C", "H", "H", "H", "C", "C", "N", "C", "H", "C", "C", "H", "C", "H", "H", "H", "C", "O", "C", "C", "H", "O", "C", "N", "H", "H", "N", "C", "C", "N", "C", "N", "N", "H", "H", "H", "H", "C", "C", "H", "H", "C", "H", "N", "C", "H", "N", "H", "N", "C", "H", "Cl", "C", "C", "N", "C", "H", "C", "C", "N", "H", "C", "C", "C", "C", "H", "C", "C", "C", "H", "C", "H", "C", "N", "N", "C", "N", "N"], "positions_angstrom": [[3.46712, -2.36836, 0.61244], [1.17442, 2.08110, 2.17086], [-2.06682, 0.96522, 0.28263], [5.21296, -3.21868, 2.90365], [3.14305, -2.13865, -0.59933], [2.61333, 0.36310, 2.69320], [-1.87321, 6.37134, 2.51199], [-1.98489, 2.38700, 1.81911], [-0.93115, -5.73964, -3.46817], [4.85326, -2.35639, 3.45174], [-1.97335, 2.89713, -0.51892], [2.44694, 3.65622, -6.97903], [-0.57325, -4.42478, -2.39582], [-2.48352, 1.95237, -0.71553], [3.46862, -5.17261, -2.86461], [3.00053, 1.52917, -5.84963], [2.30578, 2.23388, -3.91600], [-0.77190, -2.91258, -3.89123], [2.46331, 1.18697, -3.00177], [-0.66886, -0.20583, 7.22236], [1.44028, 4.53313, -3.85436], [1.43159, 0.23369, -0.20611], [3.43563, -4.49991, -1.64970], [-0.98242, 4.81226, 3.68700], [-1.23831, 5.49384, 2.49425], [-0.34201, -5.71676, -0.69158], [-2.18900, 0.71570, 2.35636], [3.53500, 0.77082, 5.43281], [2.26084, 3.53612, -5.91804], [-0.29980, -0.74197, -2.43033], [0.65513, -1.10419, 5.26541], [-2.48682, 1.44390, 1.60507], [-5.67037, 1.01824, -0.92977], [1.57674, 2.86805, -1.88134], [3.47561, -0.32072, 3.55782], [5.13007, -0.80943, 6.46395], [0.00008, -3.68361, -0.17601], [1.01473, 5.35760, -3.29599], [-0.87639, 5.58633, 0.35990], [5.95828, -2.77497, 5.21521], [-4.58572, 0.88000, -0.94447], [0.01691, 0.23352, -1.74659], [-0.69332, 5.06450, 1.29040], [-0.31200, -4.69730, -1.05121], [3.35520, -5.03932, -5.00201], [0.47483, -1.41820, 0.21690], [0.10120, -2.33972, -0.61357], [2.07130, 1.59171, -1.73375], [0.03837, 3.14309, 4.62249], [-0.70911, -0.56271, -3.43310], [2.56378, -0.27164, 1.48147], [3.14282, -3.10874, -4.09569], [1.73993, 3.31524, -3.19853], [0.89645, 3.61494, -0.94763], [-0.17656, 3.68026, 3.70750], [-0.63622, 0.47313, 6.46879], [2.78604, -0.89773, -1.16499], [3.54576, -5.01587, -0.70436], [-1.42440, 5.17429, 4.60724], [1.47631, 5.55004, -5.71852], [-5.39211, 2.77778, 0.67461], [0.76011, 3.17954, 0.24213], [3.90557, -0.08770, 4.88632], [-2.47977, -0.66286, -0.96821], [1.30117, -2.14351, 3.52396], [-4.59169, 0.37980, 1.37217], [-4.29471, 0.52142, -1.93544], [-3.94000, 1.65232, 1.67773], [3.09331, -2.44826, -2.88008], [-3.80851, 3.56595, 0.85018], [-0.32467, -0.23915, 5.31262], [-5.67648, 0.51459, 1.40866], [1.81008, 1.41559, 3.05418], [3.32585, -4.48506, -4.07185], [-2.18368, 1.60698, -1.70742], [0.33981, -4.04938, 1.47034], [-0.55208, -3.13475, -2.85472], [1.69799, 4.63021, -5.19023], [-3.93686, 2.16900, -0.70174], [3.23968, -3.13020, -1.68360], [3.60437, -6.24709, -2.88130], [3.35072, -1.39975, 1.57482], [4.78092, -0.96701, 5.45035], [1.26719, 1.98752, 0.76749], [-2.45699, -1.02495, 0.77037], [-4.31048, 2.61791, 0.64310], [0.08951, 3.92272, 1.31791], [0.61525, -1.44837, 3.97804], [0.33870, 3.24704, 2.49881], [-1.56881, 0.84326, 6.31274], [3.94117, -1.45879, 2.84237], [-2.76285, -0.29131, 0.02002], [-0.22168, -2.09776, -1.96987], [3.02524, -2.56487, -5.02421], [5.25817, -2.10575, 4.72900], [-4.30268, -0.35406, 2.12785], [2.85373, -1.03488, -2.55246], [-0.94786, -0.03576, 4.18824], [2.73552, -0.09749, -3.41045], [2.56590, 2.35750, -5.30371], [-4.22389, -0.13597, 0.04890], [-0.34754, -0.80713, 3.31047]], "forces_ev_per_a": [[-0.12, 0.00, 0.10], [0.11, 0.15, 0.02], [0.09, 0.10, 0.05], [0.01, 0.01, 0.00], [0.20, 0.18, -0.11], [-0.21, 0.24, -0.08], [0.00, 0.00, 0.00], [-0.05, 0.03, -0.01], [-0.03, -0.10, -0.09], [-0.14, -0.04, -0.16], [-0.02, 0.01, 0.01], [0.00, 0.00, 0.01], [0.03, 0.19, 0.03], [0.02, -0.04, -0.05], [0.01, -0.02, 0.05], [-0.02, 0.00, 0.00], [-0.02, 0.26, -0.19], [0.00, 0.02, 0.00], [0.00, -0.40, 0.07], [-0.01, 0.02, 0.02], [-0.02, -0.09, 0.18], [1.67, 0.57, 0.47], [0.00, -0.04, -0.06], [0.01, -0.02, 0.02], [-0.01, 0.02, -0.01], [0.00, 0.00, -0.01], [-0.03, 0.00, -0.03], [0.01, 0.00, -0.01], [-0.06, 0.16, 0.00], [0.05, -0.08, 0.07], [-0.02, 0.01, -0.06], [0.03, -0.02, 0.01], [0.01, 0.00, 0.01], [-0.04, 0.04, 0.31], [0.26, -0.08, 0.00], [-0.01, 0.01, 0.00], [-0.03, -0.05, -0.26], [-0.01, 0.00, -0.01], [0.00, 0.00, 0.00], [-0.01, 0.00, -0.01], [0.00, -0.02, -0.03], [-0.27, -0.01, -0.35], [0.00, 0.00, 0.04], [0.04, -0.01, 0.13], [-0.01, 0.01, 0.00], [-0.20, 0.21, -0.04], [-0.03, -0.18, 0.07], [-0.36, 0.02, -0.32], [-0.01, -0.01, 0.00], [-0.06, 0.02, 0.03], [-0.11, -0.19, -0.01], [-0.01, -0.06, -0.04], [0.12, -0.07, -0.22], [-0.02, -0.10, 0.11], [-0.03, 0.09, -0.02], [-0.02, -0.06, -0.05], [-0.62, -0.37, -0.11], [0.00, 0.00, 0.00], [0.00, 0.00, 0.00], [0.00, 0.00, 0.00], [0.00, -0.01, 0.00], [0.23, 0.16, -0.14], [-0.17, 0.05, -0.09], [-0.02, 0.01, 0.01], [0.00, 0.00, 0.01], [-0.01, -0.01, 0.01], [0.00, 0.00, 0.01], [-0.03, 0.00, 0.03], [0.00, 0.11, -0.06], [0.01, -0.01, 0.00], [0.04, -0.02, -0.01], [0.01, 0.00, -0.01], [0.04, -0.08, -0.06], [0.01, 0.02, -0.04], [0.00, 0.00, 0.00], [0.01, -0.03, 0.09], [0.05, -0.13, 0.10], [0.06, -0.07, -0.14], [-0.01, 0.02, -0.01], [0.07, 0.02, 0.14], [0.00, 0.00, 0.01], [-0.22, -0.12, -0.23], [0.09, -0.15, -0.02], [-0.56, -0.43, 0.14], [-0.01, 0.01, 0.00], [-0.01, 0.02, 0.00], [0.01, 0.07, -0.05], [0.06, -0.03, 0.08], [0.05, -0.08, 0.12], [0.02, 0.02, 0.01], [0.19, 0.14, 0.21], [0.03, -0.04, -0.01], [0.04, -0.06, -0.05], [0.02, 0.01, 0.01], [-0.02, 0.09, 0.14], [0.00, 0.00, -0.01], [0.22, 0.09, 0.10], [0.02, 0.03, 0.14], [-0.06, 0.23, -0.03], [0.02, -0.15, 0.18], [-0.02, 0.00, 0.02], [-0.24, 0.00, -0.09]]}